169
Properties=species:S:1:pos:R:3:forces:R:3:mulliken_charge:R:1 method="wB97M-V/def2-TZVPD" lumo_ev=-1.4512 e_tot_ev=-78401.5971 homo_energy_ev=-8.02 max_force_ev_per_a=3.3 total_charge=+1 molar_mass_g_mol=909.4 gap_ev=6.56
C 5.832717 -6.343768 0.017918 0.33 1.43 -0.11 -1.41
C 4.397562 -5.797935 -0.215940 0.40 0.56 0.04 -0.50
C 4.403252 -4.451002 -0.965004 0.06 1.01 1.63 -0.59
N 3.047818 -3.816305 -1.225359 -0.34 0.89 -0.28 1.05
C 3.197340 -2.797108 -2.352765 0.86 -0.89 -1.10 0.00
C 4.131595 -1.608608 -2.024726 -0.99 -0.97 1.00 -1.03
C 3.631248 -0.904382 -0.746122 -1.00 0.24 0.30 0.39
C 3.262571 -1.891580 0.416361 0.52 -0.62 -0.62 -1.28
C 2.378013 -3.033535 -0.078209 0.92 -0.53 0.26 0.37
C 2.061882 -4.823507 -1.681198 1.04 -0.97 0.25 -0.97
H 6.457990 -6.231234 -0.872305 -0.40 -0.48 -0.35 0.35
H 5.885918 -7.351910 0.388263 -0.29 -0.45 -0.08 0.39
H 6.439392 -5.746698 0.707720 -0.57 0.15 0.35 0.36
H 3.838349 -5.644082 0.717372 0.30 -0.20 0.00 0.27
H 3.836608 -6.506871 -0.795929 -0.14 -0.52 -0.25 0.40
H 4.889458 -4.481211 -1.933455 0.15 -0.25 -0.06 0.48
H 4.915248 -3.690270 -0.321674 -0.08 -0.77 -0.77 0.25
H 3.656059 -3.370395 -3.217334 -0.66 0.48 0.84 0.36
H 2.151779 -2.572006 -2.631943 0.59 0.44 0.12 -0.31
H 5.166661 -1.936328 -1.918809 0.03 -0.13 -0.07 0.49
H 4.076930 -0.993244 -2.915388 0.08 0.46 0.07 0.45
H 4.332645 -0.152980 -0.366826 -0.19 -0.11 -0.15 0.68
H 2.698736 -0.376597 -1.033995 0.41 0.01 0.29 -0.72
H 4.177545 -2.331197 0.847279 -0.20 0.31 0.07 0.57
H 2.707833 -1.457106 1.256303 0.30 0.43 -0.35 0.23
H 2.180766 -3.799737 0.711337 -0.09 0.72 -0.50 0.56
H 1.467046 -2.625660 -0.531355 -0.01 -0.36 0.14 -0.61
H 1.108755 -4.349411 -1.886197 -0.04 0.17 -0.18 -0.02
H 1.996238 -5.566739 -0.861665 -0.29 0.33 -0.65 0.45
H 2.542887 -5.275453 -2.566215 -0.69 -0.09 0.22 0.44
C -1.571870 4.372678 2.281393 -0.51 0.22 -0.90 -0.74
C -3.030147 3.853024 2.259915 0.53 -1.59 -0.07 -0.48
C -3.122888 2.792818 1.103703 -0.34 -0.54 1.47 -0.22
N -4.395891 1.954322 0.970136 0.41 -0.29 -0.86 0.52
C -5.586342 2.791508 0.517428 -0.13 -0.53 1.33 -0.75
C -5.521461 3.319634 -0.904952 -0.21 -1.29 -0.22 -0.74
C -5.179722 2.076515 -1.791060 -2.01 1.12 0.69 -1.46
C -3.920320 1.406332 -1.381750 0.50 0.08 -1.37 0.92
C -4.033165 0.823731 -0.047036 -1.28 -0.54 2.16 0.21
C -4.674076 1.293584 2.252659 0.13 0.41 0.89 -1.28
H -0.886495 3.534621 2.424325 0.06 0.18 -0.09 0.17
H -1.413719 5.114938 3.035260 -0.08 0.14 0.98 0.58
H -1.306582 4.947237 1.381900 -0.15 -0.62 -0.18 -0.09
H -3.778919 4.645476 2.219243 0.09 -0.04 -0.07 0.28
H -3.135192 3.258637 3.207169 -0.26 0.75 -0.70 0.34
H -2.400448 2.009415 1.334003 0.21 0.36 0.05 -0.56
H -2.933272 3.094800 0.106988 0.51 1.01 -0.65 0.67
H -5.634187 3.573915 1.285914 -0.19 -0.03 -0.30 0.49
H -6.439114 2.097305 0.704335 0.32 0.64 -0.49 0.47
H -4.800171 4.098477 -1.032732 0.82 0.40 0.12 0.31
H -6.474525 3.826679 -1.126271 0.12 -0.59 -0.06 0.47
H -5.145756 2.283349 -2.834016 0.04 0.59 -0.84 0.53
H -6.028663 1.388403 -1.673437 0.10 -0.09 -0.02 0.33
H -3.083265 2.081342 -1.514299 0.45 0.06 0.18 -0.23
H -3.784913 0.659260 -2.145016 0.44 -0.80 0.01 0.02
H -3.191079 0.304862 0.402387 0.40 0.27 -0.25 -0.30
H -4.850617 0.062526 0.040504 0.27 0.84 -0.29 0.37
H -3.733583 0.930015 2.644096 0.29 -0.22 0.16 0.45
H -5.327816 0.436065 2.184769 -0.33 0.00 -0.41 0.37
H -5.081905 2.033925 2.941743 -0.05 -0.13 0.00 0.37
C -1.004766 -3.113598 1.245551 0.05 -0.35 -1.10 0.01
C -1.646390 -4.489301 1.499630 -0.36 -0.56 1.17 -0.62
C -1.833668 -4.607216 3.020078 -0.63 0.49 1.55 0.16
N -2.710162 -5.727456 3.751984 0.53 0.14 0.74 0.42
C -2.460382 -5.551772 5.317652 0.59 -1.12 -0.60 -0.76
C -3.145841 -4.323323 5.877670 0.19 0.21 -0.69 0.24
C -4.632673 -4.318649 5.601230 -0.77 0.01 0.30 -1.07
C -4.808841 -4.330489 4.094577 0.30 -0.16 -0.05 0.02
C -4.241967 -5.597207 3.477162 1.52 0.23 -0.07 -0.81
C -2.199509 -7.072917 3.367962 -0.11 -0.36 -0.19 -1.03
H -0.189011 -2.868233 1.932396 -0.02 -0.24 -0.02 0.36
H -1.738022 -2.334935 1.367194 -0.26 0.30 0.14 -0.03
H -0.631655 -3.055379 0.198146 -0.20 -0.06 0.65 -0.06
H -0.989191 -5.306615 1.172116 -0.27 0.12 -0.17 0.22
H -2.633111 -4.596040 1.052276 0.10 0.16 -0.56 0.26
H -2.264423 -3.690579 3.483695 0.34 -0.27 -0.88 -0.81
H -0.836379 -4.722731 3.437961 0.01 -0.25 0.36 0.27
H -1.343106 -5.487189 5.475777 -1.17 -0.11 -0.43 0.39
H -2.796570 -6.525936 5.809411 0.16 1.27 -0.78 0.37
H -2.714003 -3.431392 5.406718 -0.04 -0.03 0.23 -0.29
H -2.899920 -4.302599 6.918785 0.06 0.10 0.77 0.58
H -5.179246 -3.454492 6.044991 0.70 -0.45 -0.30 0.46
H -5.101113 -5.209335 6.030184 -0.03 -0.11 0.13 0.36
H -4.285752 -3.453983 3.727611 -0.09 0.29 -0.42 -0.12
H -5.848501 -4.284107 3.805776 -0.37 0.10 -0.10 0.45
H -4.298601 -5.606335 2.378016 -0.29 -0.15 0.42 0.47
H -4.698812 -6.478216 3.937503 0.10 -0.07 -0.29 0.48
H -1.120667 -7.037872 3.352025 0.34 0.13 0.02 0.41
H -2.535800 -7.350600 2.369523 -0.10 0.23 -0.02 0.39
H -2.472045 -7.890894 4.051155 -0.31 0.60 -0.01 0.33
C 4.745841 6.706160 2.974258 -0.71 -0.32 -0.07 -1.43
C 3.348444 6.433080 2.326263 2.03 -0.07 -1.56 -0.13
C 3.621946 5.943073 0.852939 -0.94 -0.01 1.36 -0.78
N 2.374627 5.733029 0.015076 0.74 -0.82 -1.78 0.55
C 2.877079 5.194978 -1.401829 1.07 1.74 1.68 -1.26
C 1.807216 4.787153 -2.299787 -1.35 -0.95 -0.54 2.09
C 0.756784 5.904977 -2.453505 -0.47 -1.00 -1.85 -1.37
C 0.289445 6.520108 -1.171551 0.06 0.70 1.93 0.60
C 1.499724 6.936288 -0.296968 -0.52 -1.21 1.01 -1.05
C 1.576932 4.675010 0.674173 -0.29 -0.43 0.13 -0.36
H 4.464849 7.173433 3.904019 0.59 0.05 0.64 0.41
H 5.391753 7.390795 2.429579 -0.40 0.35 -0.33 0.38
H 5.389028 5.838570 3.123877 -0.49 -0.28 0.23 0.35
H 2.859427 7.391605 2.363513 -0.54 0.33 -0.24 0.29
H 2.782791 5.712485 2.896150 -0.01 -0.26 0.14 0.25
H 4.043799 4.912817 0.949925 0.07 0.88 -0.36 0.32
H 4.262019 6.678238 0.353169 -0.03 -0.38 -0.06 0.50
H 3.296684 6.130477 -1.819060 0.44 -0.52 0.24 0.39
H 3.645226 4.433702 -1.224398 -0.26 0.20 0.14 0.53
H 2.304950 4.567329 -3.252598 -0.27 0.20 0.01 0.69
H 1.367977 3.814689 -2.033170 -0.07 0.46 0.17 -1.54
H 1.160697 6.616872 -3.180943 0.17 0.52 0.49 0.40
H -0.109926 5.517948 -3.026497 0.30 -0.11 0.52 0.33
H -0.296984 7.450498 -1.295458 0.19 -0.48 -0.25 0.51
H -0.328362 5.841604 -0.551003 0.11 0.25 -0.72 -0.70
H 2.001724 7.702909 -0.815304 1.38 0.62 -0.72 0.44
H 1.287312 7.357782 0.681214 -0.66 -0.02 0.06 0.52
H 2.163667 3.761883 0.876209 0.37 0.26 0.14 -0.36
H 0.808720 4.356410 0.004195 -0.54 -0.19 -0.39 0.06
H 1.106977 5.084706 1.563188 0.12 0.02 0.15 0.42
C 2.141227 1.107088 -6.889275 -1.31 -1.11 0.41 -0.95
N 1.321698 0.166499 -5.944019 1.10 0.66 -0.10 0.50
C 0.835637 -0.979435 -6.728642 1.01 -0.92 -1.36 -0.84
C 2.294059 -0.197714 -4.822022 1.26 0.02 -0.55 -1.15
C 0.091626 0.767086 -5.351288 -1.18 -0.09 1.06 0.35
C 0.238252 2.217851 -4.940140 0.04 -0.49 0.91 -1.06
O 1.379666 2.399553 -4.148023 -0.51 0.19 -0.35 -0.45
H 2.809127 0.448395 -7.452520 0.09 0.24 0.36 0.38
H 2.625107 1.794676 -6.220532 0.30 0.39 -0.12 0.31
H 1.483419 1.605273 -7.611215 -0.03 -0.13 0.39 0.38
H 1.641407 -1.639823 -7.102942 0.02 0.58 0.48 0.32
H 0.350158 -0.594072 -7.617993 -0.32 0.18 0.01 0.45
H 0.217388 -1.608136 -6.130404 -0.46 -0.17 0.42 0.17
H 2.867495 0.673236 -4.532128 -0.38 0.43 -0.14 0.50
H 3.045240 -0.867882 -5.256853 -0.49 -0.33 0.08 0.51
H 1.854065 -0.596450 -3.918078 -0.44 -0.15 -0.42 0.16
H -0.180068 0.104858 -4.478769 0.61 0.85 -0.83 -0.46
H -0.769328 0.671364 -6.026829 0.46 -0.04 -0.28 0.51
H -0.663190 2.483685 -4.380953 -0.20 -0.06 0.11 0.33
H 0.224875 2.864386 -5.795996 0.40 0.43 -0.64 0.67
H 1.123857 1.988946 -3.242027 0.72 0.16 0.19 0.05
C -0.970728 -1.299869 5.014039 -0.17 -0.47 -0.80 -1.48
C -1.807131 -1.147414 3.703578 -2.34 -1.60 1.63 0.44
O -1.289988 -0.412460 2.887416 0.16 1.02 -1.58 -0.23
O -2.975201 -1.742171 3.597648 1.90 0.71 0.28 -0.74
H -0.272350 -2.142494 4.960771 0.10 0.05 -0.42 0.24
H -1.503641 -1.491693 5.943019 -0.35 0.53 -0.04 0.37
H -0.397587 -0.384209 4.949843 0.32 0.06 0.86 0.46
C -1.548619 -1.918544 -3.904467 -1.79 -0.89 -0.94 -1.24
C -0.201818 -2.296937 -3.463255 1.07 -0.31 1.77 0.64
O -0.035281 -2.482271 -2.224998 -0.14 -0.19 -0.06 -0.55
O 0.707094 -2.347993 -4.312699 0.27 -0.54 -0.51 -0.75
H -2.325252 -2.564012 -3.482956 0.25 -0.23 0.00 0.46
H -1.620961 -1.988120 -4.995905 -0.18 0.35 0.20 0.32
H -1.821374 -0.962567 -3.522714 -0.04 1.08 0.08 -0.03
C -0.655993 0.587161 -0.344127 0.81 -0.22 0.01 2.03
C -0.115727 1.605067 -1.335546 1.64 0.81 0.45 0.81
O -0.677607 2.718899 -1.522575 -0.41 -0.78 0.13 -0.77
O 0.987587 1.266326 -1.897223 -1.17 0.03 -0.25 -0.78
H -1.135921 0.972647 0.547383 -0.24 0.18 -0.29 -0.09
H 0.136401 -0.058067 0.061602 -0.22 0.22 -0.61 -2.39
H -1.282821 -0.034669 -0.962433 -0.63 -0.54 0.13 0.07
C 1.734367 0.785823 2.306437 0.41 0.38 0.35 1.21
C 3.091360 1.500531 2.162803 -0.11 0.18 -1.04 0.24
O 3.894282 1.396960 3.081473 0.58 -0.31 1.05 -0.80
O 3.268906 2.184736 1.107259 -0.36 0.30 -0.39 -0.73
H 1.842855 0.042141 3.098823 -0.38 0.11 0.01 0.35
H 1.358283 0.329973 1.393450 0.18 0.18 0.04 -1.34
H 1.040167 1.586090 2.606134 -0.14 -0.47 0.05 0.35